C11H22Br8Cl6 | ωB97M-V/def2-TZVPD

Output
Energy above the lowest of the compared OMol25 structures with the same formula, charge and spin: 63.42 kJ/mol
SMILES: BrCCBr.BrCCBr.BrCCBr.BrCCBr.ClCCl.ClCCl.ClCCl
Electronic energy: -23785.5737 Eh
Frontier orbital gap: 10.313 eV

Each line ends with the natural charge from an NBO analysis.
CARTESIAN COORDINATES (ANGSTROEM)
Br -0.40992 3.98031 -5.10110  0.0007
C 0.37170 2.22091 -4.79208  -0.4586
C -0.69548 1.22954 -4.40417  -0.4298
Br -1.57515 1.72010 -2.69799  -0.0307
H 1.11696 2.34813 -4.01010  0.2305
H 0.91017 1.93207 -5.69121  0.2360
H -0.36621 0.19745 -4.30376  0.2318
H -1.51980 1.20397 -5.11360  0.2314
Br 5.80021 -3.89308 -2.92367  -0.0322
C 5.68702 -2.36988 -1.67847  -0.4361
C 4.33940 -2.10521 -1.02374  -0.4380
Br 4.23322 -3.22402 0.60733  -0.0186
H 6.00808 -1.51801 -2.27035  0.2231
H 6.42199 -2.61469 -0.92232  0.2355
H 3.44445 -2.25566 -1.61137  0.2378
H 4.43139 -1.05554 -0.74358  0.2271
Br -3.96298 3.26299 4.69631  -0.0195
C -2.27387 4.17972 4.28712  -0.4289
C -1.77788 3.61592 2.96425  -0.4472
Br -0.26344 4.68552 2.35643  -0.0138
H -1.59923 4.08423 5.13039  0.2292
H -2.54099 5.22798 4.18652  0.2245
H -2.56698 3.72320 2.22950  0.2318
H -1.49391 2.57644 3.09309  0.2289
Br -3.37760 -1.69321 0.08737  0.0045
C -3.10570 -1.79140 -1.84095  -0.4711
C -4.33635 -2.29401 -2.54417  -0.4162
Br -4.14472 -2.18090 -4.51734  -0.0368
H -2.17599 -2.32556 -2.00465  0.2273
H -2.95573 -0.77363 -2.19957  0.2350
H -5.22113 -1.70780 -2.32112  0.2304
H -4.58940 -3.33865 -2.38970  0.2277
Cl 1.52347 -0.55033 -0.48574  -0.0491
C -0.19338 -0.50571 -0.05769  -0.3937
Cl -0.60535 0.83360 1.00944  -0.0215
H -0.71925 -0.37013 -0.99406  0.2256
H -0.40584 -1.45801 0.40880  0.2334
Cl -2.20430 -4.05346 4.35082  -0.0131
C -0.47233 -3.72229 4.27868  -0.3947
Cl -0.09195 -3.01617 2.68831  -0.0374
H -0.24735 -3.05070 5.10640  0.2225
H 0.20181 -4.55854 4.45064  0.2251
Cl 1.74901 0.72106 4.05703  -0.0489
C 2.22672 1.92728 2.83292  -0.4151
Cl 3.95571 2.16895 2.70056  -0.0076
H 1.62863 1.69835 1.95856  0.2360
H 1.84228 2.88885 3.16204  0.2228

Forces on the atoms, in the same order (eV/Å):
Br 0.20 -0.17 -0.11
C 0.12 0.09 0.39
C -0.78 -0.03 0.04
Br 0.38 -0.20 -0.37
H -0.13 0.02 0.09
H -0.28 -0.08 -0.16
H 0.41 0.16 0.20
H 0.08 0.20 -0.07
Br -0.30 0.25 0.29
C -0.12 -0.53 -0.52
C 1.13 -0.21 0.39
Br -0.32 0.49 -0.55
H -0.02 0.04 0.02
H 0.10 0.24 0.02
H 0.09 -0.23 -0.15
H -0.47 -0.10 0.50
Br 0.32 0.06 0.13
C -0.44 0.24 -0.36
C -0.24 0.33 0.78
Br -0.08 -0.21 0.00
H 0.06 -0.32 -0.06
H 0.00 -0.01 -0.04
H 0.13 -0.10 -0.21
H 0.22 0.01 -0.24
Br -0.16 -0.12 -0.20
C -0.06 0.81 -0.38
C -0.36 -0.70 -0.52
Br 0.18 0.11 0.54
H -0.23 -0.42 -0.11
H 0.15 0.07 0.32
H 0.14 0.20 0.10
H 0.24 -0.01 0.25
Cl 0.22 0.21 0.07
C 0.22 -0.15 -0.32
Cl -0.08 -0.11 -0.04
H -0.21 0.01 0.11
H -0.25 0.13 0.17
Cl 0.19 -0.44 0.19
C 0.29 0.47 0.26
Cl 0.27 0.01 0.40
H -0.11 0.47 -0.48
H -0.62 -0.49 -0.40
Cl 0.21 0.05 -0.10
C -1.08 0.82 0.83
Cl 0.07 -0.42 -0.44
H 0.92 -0.34 -0.54
H 0.01 -0.13 0.27

***

C11H22BrFINO5P | ωB97M-V/def2-TZVPD

Output
Charge: +1
Electronic energy: -4176.0048 Eh
Frontier orbital gap: 9.353 eV

Each line ends with the natural charge from an NBO analysis.
CARTESIAN COORDINATES (ANGSTROEM)
C 0.32506 -4.91424 -0.40321  -0.4145
N -0.08682 -3.50275 -0.64749  -0.4136
C 1.06029 -2.56033 -0.21866  -0.1318
Br 1.99312 -1.96996 -1.77591  0.1354
C 0.46533 -1.53786 0.75656  -0.3900
I 0.14468 0.45977 0.08460  0.1875
C -0.80389 -2.24864 1.23748  -0.4910
C -1.37208 -3.00428 0.03353  -0.1605
C -2.05475 -2.12219 -1.03329  -0.5208
C -3.20938 -1.24196 -0.54278  0.0486
F -4.39032 -1.68823 -1.10803  -0.3519
P -2.75930 -4.16295 0.72564  1.4695
O -1.95704 -5.40933 1.40386  -0.9935
O -3.37245 -4.78766 -0.64044  -0.9921
H 1.31793 -5.05340 -0.82571  0.2426
H 0.32158 -5.10417 0.66633  0.2427
H -0.35964 -5.58485 -0.92002  0.2146
H -0.18584 -3.38429 -1.65736  0.4517
H 1.75633 -3.18411 0.33504  0.2420
H 1.16769 -1.41042 1.57420  0.2643
H -0.52305 -2.97221 2.01348  0.2368
H -1.53435 -1.58197 1.68759  0.2716
H -2.46027 -2.76967 -1.81494  0.2590
H -1.30261 -1.48268 -1.50200  0.2309
H -3.34076 -1.28008 0.53998  0.1743
H -3.06305 -0.20599 -0.84385  0.1933
H -1.65529 -6.13192 0.83778  0.4927
H -2.97891 -5.56623 -1.05474  0.4974
C 3.86546 6.53029 1.24771  -0.6401
C 3.41711 6.59410 -0.19384  -0.0710
O 2.66089 5.42011 -0.57178  -0.4935
C 1.39766 5.40621 -0.16858  0.9802
O 0.81937 6.26988 0.43624  -0.6376
O 0.83888 4.25685 -0.58250  -0.5093
C -0.53314 4.11426 -0.21764  -0.2555
H 4.43716 5.61990 1.43058  0.2108
H 4.50335 7.38665 1.46725  0.2251
H 3.01213 6.55626 1.92329  0.2259
H 4.26514 6.58835 -0.87474  0.1947
H 2.81254 7.47854 -0.38980  0.2004
H -1.12825 4.96004 -0.55535  0.2103
H -0.63730 4.01054 0.86226  0.1919
H -0.87321 3.21063 -0.72074  0.1727

Forces on the atoms, in the same order (eV/Å):
C -0.03 -0.01 -0.13
N 0.29 0.01 0.10
C -0.20 -0.07 0.14
Br 0.04 0.03 -0.05
C -0.11 -0.14 0.04
I 0.04 0.05 -0.04
C 0.10 -0.09 -0.01
C -0.24 0.00 -0.04
C 0.15 0.15 0.07
C -0.04 -0.09 -0.01
F -0.04 -0.05 0.01
P 0.10 -0.06 -0.23
O 0.04 0.03 0.05
O 0.01 -0.09 -0.01
H 0.02 -0.01 0.02
H 0.09 0.02 -0.06
H -0.03 0.05 0.04
H -0.13 0.02 0.02
H 0.02 -0.02 -0.02
H 0.02 0.02 -0.02
H -0.03 0.01 0.00
H 0.03 0.05 -0.02
H -0.02 0.00 0.01
H 0.01 -0.01 0.00
H 0.04 0.05 0.01
H 0.00 0.01 -0.01
H -0.09 0.07 0.11
H -0.02 0.07 0.02
C -0.02 -0.06 0.00
C 0.05 0.08 -0.04
O -0.02 -0.05 0.09
C -0.07 0.10 -0.16
O 0.05 -0.07 0.04
O 0.04 -0.03 0.04
C -0.07 -0.06 0.00
H 0.02 0.02 0.00
H 0.00 0.00 0.01
H 0.00 0.02 -0.01
H -0.01 -0.02 0.00
H -0.02 -0.02 0.03
H 0.05 0.03 0.00
H 0.00 0.03 0.00
H -0.03 0.02 -0.01

***

C11H22ErN2O3P | ωB97M-V/def2-TZVPD

Output
Charge: +3
Electronic energy: -2122.7018 Eh
Spin multiplicity: 5
Frontier orbital gap (alpha / beta): 5.452 / 5.509 eV

Each line ends with the natural charge from an NBO analysis.
CARTESIAN COORDINATES (ANGSTROEM)
C 2.55830 1.15725 -0.84831  -0.6019
C 1.62620 0.36664 0.13594  0.1002
C 2.47054 0.20288 1.43373  -0.6290
C 0.40080 1.30524 0.42883  -0.4549
C -1.01607 0.63967 0.36039  -0.3051
C -2.06459 1.37793 1.24717  -0.5331
C -2.43273 2.79593 0.74816  0.4106
O -3.33620 2.91510 0.00632  -0.4586
P -1.60736 0.71284 -1.43550  1.6503
N -1.28032 2.24486 -2.06109  -1.0226
O -3.19810 0.44059 -1.49005  -0.8951
C -0.84846 -0.82874 0.87897  -0.4406
C 0.22024 -1.68692 0.11957  0.0997
C -0.58782 -2.61253 -0.88863  -0.5411
C 0.83893 -2.69742 1.19228  -0.6084
N 1.29469 -0.91446 -0.53682  -0.0035
O 1.18531 -0.84269 -1.82550  -0.4384
H 2.94934 1.99957 -0.26292  0.2483
H 3.40649 0.56034 -1.19621  0.2337
H 1.99352 1.59399 -1.67909  0.2089
H 2.82322 1.19607 1.72838  0.2662
H 1.93562 -0.29897 2.24755  0.2190
H 3.38821 -0.34855 1.17276  0.2288
H 0.48254 2.22462 -0.16350  0.2438
H 0.51414 1.63967 1.47099  0.2692
H -2.99547 0.79355 1.23350  0.2621
H -1.75375 1.46219 2.30063  0.2665
H -1.87599 3.71616 1.02401  0.1610
H -0.26652 2.36687 -2.16608  0.4233
H -1.64195 2.31276 -3.02171  0.4487
H -3.31488 -0.23082 -2.19304  0.5308
H -0.49453 -0.72810 1.91671  0.2580
H -1.79586 -1.38187 0.94196  0.2636
H -1.43567 -2.10036 -1.34660  0.2627
H -1.01330 -3.39883 -0.24708  0.2626
H 0.06756 -3.13339 -1.62648  0.0102
H 0.15228 -2.84191 2.03212  0.2862
H 1.85291 -2.42118 1.49809  0.2571
H 0.91844 -3.69697 0.69697  0.1226
Er 1.88031 -3.86098 -1.82644  1.9386

Forces on the atoms, in the same order (eV/Å):
C -0.42 0.15 0.71
C 1.93 1.93 -0.28
C 0.01 -0.72 -0.81
C -0.49 -0.53 0.35
C 0.59 0.02 0.17
C -0.30 0.32 0.09
C 1.29 -0.07 0.89
O -1.81 0.12 -1.51
P -0.69 0.90 0.59
N 0.42 -1.75 -0.52
O 1.62 -0.33 -0.45
C 0.54 0.84 -0.21
C -0.90 -2.32 0.97
C 0.41 0.33 1.60
C 0.20 0.29 -1.49
N -1.71 0.76 0.18
O 0.57 -1.18 -0.12
H 0.02 -0.18 -0.27
H -0.22 0.13 -0.04
H 0.29 -0.35 -0.04
H -0.37 -0.22 0.19
H 0.19 0.26 -0.03
H -0.28 -0.04 0.28
H -0.12 -0.28 0.06
H -0.11 -0.11 -0.25
H 0.14 0.26 -0.03
H 0.39 -0.33 -0.35
H 0.29 -0.51 0.47
H -0.16 0.33 0.29
H -0.42 0.44 0.32
H -0.77 0.27 0.16
H -0.20 0.15 -0.24
H 0.19 0.16 -0.17
H 0.51 -0.21 -0.62
H -0.02 0.15 -0.32
H -1.85 0.90 -0.02
H 0.32 -0.06 -0.07
H -0.38 0.12 0.30
H 0.04 0.05 0.33
Er 1.24 0.33 -0.07

***

Calculated molecular weight in order - 1006.2 505.1 428.5 g mol⁻¹